(1)
A molecular structure, C48H55GeN2O7PS5Ta at a distorted geometry, computed with the ωB97M-V functional and the def2-TZVPD basis.

* orbital gap: 5.592 eV
* HOMO: -4.478 eV

Geometry as ORCA input:
```
! RIJCOSX wB97M-V def2-TZVPD def2/J DEFGRID3
* xyz -1 1
Ta -0.6368 -0.0754 -0.0110
S -2.6794 6.6651 -0.1700
C -2.5912 5.0424 0.0829
S -3.0658 3.8523 -1.0824
C -2.5911 2.4318 -0.1705
C -2.0628 2.6507 1.0559
S -1.4341 1.4227 2.0861
S -1.9714 4.3390 1.5405
S -2.7736 0.8689 -0.9110
C 3.0870 1.9160 4.8746
C 3.0864 2.6392 3.5158
C 2.2613 1.8622 2.4783
C 2.4231 0.3540 2.7203
C 1.6798 -0.0001 4.0198
C 1.7832 1.1406 5.0526
P 1.8062 -0.6098 1.2545
C 3.2412 -0.6168 0.0501
C 4.6450 -0.8452 0.6670
C 5.6042 0.3088 0.3796
C 5.7709 0.5189 -1.1257
C 4.4062 0.5628 -1.8500
C 3.2336 0.6117 -0.8713
C 1.7394 -2.4024 1.7467
C 0.6375 -2.6904 2.7791
C 0.2161 -4.1593 2.6692
C 1.4240 -5.0529 2.3326
C 2.7035 -4.4408 2.9007
C 3.0273 -3.0936 2.2192
H 3.2209 2.6354 5.6847
H 3.9264 1.2156 4.9301
H 4.1158 2.7598 3.1652
H 2.6629 3.6400 3.6227
H 2.5597 2.1517 1.4712
H 1.2039 2.1137 2.5691
H 3.4913 0.1453 2.8348
H 2.0904 -0.9185 4.4461
H 0.6242 -0.1755 3.7958
H 1.7158 0.7287 6.0615
H 0.9444 1.8299 4.9291
H 2.9907 -1.4712 -0.5875
H 5.0750 -1.7609 0.2510
H 4.5876 -0.9925 1.7448
H 6.5745 0.0904 0.8316
H 5.2261 1.2240 0.8441
H 6.3756 -0.2960 -1.5316
H 6.3239 1.4440 -1.3013
H 4.2867 -0.3250 -2.4772
H 4.3506 1.4307 -2.5096
H 2.3066 0.6214 -1.4374
H 3.2750 1.5376 -0.2964
H 1.4192 -2.8468 0.7959
H -0.2232 -2.0481 2.6152
H 1.0210 -2.4871 3.7805
H -0.5283 -4.2437 1.8803
H -0.2524 -4.4856 3.6013
H 1.5243 -5.1532 1.2477
H 1.2745 -6.0592 2.7290
H 3.5460 -5.1252 2.7780
H 2.5712 -4.2906 3.9758
H 3.6877 -3.2664 1.3679
H 3.5631 -2.4536 2.9266
C -2.7221 -1.6787 1.5262
O -1.6400 -1.4104 0.6832
H -3.6331 -1.2657 1.0816
H -2.5695 -1.1917 2.4919
H -2.8558 -2.7522 1.6790
C 0.2616 -1.1994 -1.4652
Ge -0.8162 -2.5518 -2.2973
C -1.6530 -4.0075 -1.2443
C -0.9902 -5.2140 -1.0305
C -1.6297 -6.2842 -0.4205
C -2.9541 -6.1663 -0.0231
C -3.6339 -4.9759 -0.2409
C -2.9849 -3.9079 -0.8455
C -2.2731 -1.7517 -3.3830
C -2.0954 -0.4527 -3.8531
C -3.0318 0.1386 -4.6900
C -4.1669 -0.5626 -5.0684
C -4.3553 -1.8603 -4.6147
C -3.4121 -2.4506 -3.7846
C 0.1766 -3.6024 -3.6769
C 1.5637 -3.7240 -3.6507
C 2.2405 -4.4774 -4.6010
C 1.5317 -5.1324 -5.5969
C 0.1477 -5.0222 -5.6410
C -0.5170 -4.2594 -4.6923
H 1.0198 -0.8338 -2.1617
H 0.0396 -5.3222 -1.3569
H -1.1000 -7.2161 -0.2604
H -3.4566 -7.0028 0.4474
H -4.6745 -4.8816 0.0474
H -3.5136 -2.9756 -1.0088
H -1.2242 0.1130 -3.5474
H -2.8766 1.1542 -5.0335
H -4.9034 -0.0987 -5.7137
H -5.2417 -2.4123 -4.9062
H -3.5734 -3.4698 -3.4508
H 2.1173 -3.2103 -2.8690
H 3.3213 -4.5541 -4.5688
H 2.0545 -5.7237 -6.3391
H -0.4120 -5.5306 -6.4172
H -1.5952 -4.1619 -4.7457
O -0.1372 1.8015 -2.3608
C 0.2691 2.3181 -1.3310
O 0.3670 1.6837 -0.2020
C 0.7131 3.7469 -1.3249
C 0.8604 4.4211 -2.5267
C 1.3036 5.7358 -2.5133
C 1.5681 6.3994 -1.3280
C 1.4049 5.7084 -0.1428
C 0.9879 4.3857 -0.1257
N 1.7186 6.3722 1.1184
O 1.6985 5.7007 2.1306
O 1.9594 7.5640 1.0877
N 1.5207 6.4289 -3.7781
O 1.9249 7.5760 -3.7336
O 1.2684 5.8323 -4.8055
H 0.6309 3.9200 -3.4558
H 1.9071 7.4236 -1.3271
H 0.8748 3.8600 0.8120
*
```

Here are the Mulliken charges for atoms 1 to 5, given in e: -1.65 -0.24 0.09 -0.10 0.06



(2)
A molecular structure, C31H56N3O3P2Pb at a distorted geometry, computed with the ωB97M-V functional and the def2-TZVPD basis.

* orbital gap: 4.775 eV
* HOMO: -7.806 eV

Geometry as ORCA input:
```
! RIJCOSX wB97M-V def2-TZVPD def2/J DEFGRID3
* xyz 1 1
C 2.3821 -1.2981 -1.0393
C 1.8307 0.8116 -1.9437
C 3.1998 -1.5805 -2.1418
C 2.4335 0.4426 -3.1798
C 3.1764 -0.7227 -3.2433
H 3.8329 -2.4670 -2.1370
H 2.3157 1.0965 -4.0467
H 3.7133 -0.9762 -4.1479
N 1.7431 -0.1310 -0.9231
P 0.6614 -2.6632 0.8837
P 0.6641 2.6653 -0.1799
C 2.2816 -2.3785 0.0387
H 2.5512 -3.3384 -0.4291
H 3.0536 -2.1850 0.8014
C 1.3085 2.1360 -1.7635
H 1.0788 2.7054 -2.6415
C -1.1636 3.5224 -0.2356
C 2.1593 3.8561 0.1591
C -0.2696 -3.8700 -0.2874
C 1.1883 -3.5192 2.5108
C -2.2463 2.6345 0.4204
H -2.0504 2.4437 1.4848
H -3.2102 3.1692 0.3545
H -2.3864 1.6679 -0.0905
C -1.1554 4.8559 0.5195
H -0.9224 4.7029 1.5823
H -0.4514 5.5794 0.0906
H -2.1638 5.3012 0.4597
C -1.5529 3.7041 -1.6957
H -2.4799 4.3020 -1.7329
H -0.7870 4.1999 -2.3074
H -1.7609 2.7182 -2.1289
C 2.0401 4.5252 1.5321
H 2.1033 3.7943 2.3516
H 2.8849 5.2231 1.6536
H 1.1110 5.1015 1.6537
C 3.4482 3.0231 0.1423
H 3.3563 2.1132 0.7505
H 3.7339 2.7509 -0.8795
H 4.2611 3.6328 0.5530
C 2.1322 4.8522 -0.9984
H 2.1958 4.3390 -1.9709
H 1.2092 5.4601 -1.0119
H 2.9966 5.5296 -0.9496
C -0.0786 -3.9961 3.2308
H 0.2258 -4.4033 4.2038
H -0.7702 -3.1596 3.4104
H -0.6022 -4.7932 2.6896
C 1.8803 -2.4631 3.3919
H 2.7446 -1.9920 2.9013
H 1.1797 -1.6817 3.7180
H 2.2520 -2.9758 4.2935
C 2.1707 -4.6743 2.2939
H 3.0969 -4.3501 1.8019
H 2.4393 -5.0617 3.2865
H 1.7404 -5.5072 1.7323
C -0.0354 -3.4309 -1.7391
H 0.9809 -3.6644 -2.0842
H -0.7397 -3.9732 -2.3868
H -0.2213 -2.3583 -1.8727
C -1.7629 -3.7217 0.0630
H -2.1222 -2.6913 -0.0773
H -2.3415 -4.3721 -0.6082
H -1.9796 -4.0375 1.0929
C 0.1468 -5.3466 -0.1507
H 1.2178 -5.5083 -0.3419
H -0.1288 -5.7883 0.8182
H -0.4009 -5.9183 -0.9191
Pb -0.2619 -0.0052 1.0112
C 1.9723 1.0476 2.5477
O 2.6945 1.2711 3.4049
N -2.3850 -0.5810 -1.2067
C -2.8262 -0.6236 -2.3023
C -2.7850 -0.3223 -3.7899
C -1.8376 0.8562 -3.9876
C -2.1321 -1.5033 -4.4944
C -4.1629 0.0604 -4.3478
H -2.2470 1.7782 -3.5664
H -0.8733 0.6137 -3.5265
H -1.6391 1.0196 -5.0622
H -2.5960 -2.4730 -4.2625
H -2.1330 -1.3664 -5.5861
H -1.0717 -1.5067 -4.1756
H -4.1969 0.0454 -5.4313
H -4.9333 -0.6411 -3.9847
H -4.3991 1.0914 -3.9974
N -2.2853 1.7605 5.5398
C -2.5244 0.4219 4.9388
C -1.6228 0.3063 3.7242
O -0.9662 1.3515 3.4465
O -1.5842 -0.8017 3.0911
H -1.3041 1.8637 5.8155
H -2.8499 1.9279 6.3743
H -2.4955 2.5154 4.8750
H -2.3199 -0.3223 5.7029
H -3.5728 0.3549 4.6643
*
```

Here are the Mulliken charges for atoms 1 to 5, given in e: -0.31 -0.22 -0.78 -0.96 -0.90



> What is the HOMO in the first record?

-4.478 eV



> Look up the orbital gap of the first one.

5.592 eV